--- i ---
# C3H5FO

A 2-piece molecular cluster, C3H5FO overall (the ωB97M-V functional and the def2-TZVPD basis, OMol25).

Last column: Löwdin charge in e.
Atoms and positions in Å:
C  0.016  -1.417  0.384  0.036
C  0.229  -0.199  0.099  -0.089
C  1.006  1.055  -0.147  -0.041
O  -1.711  0.604  -0.442  -0.210
F  -2.853  -0.171  -0.346  -0.191
H  -0.990  -1.630  0.119  0.064
H  0.898  -2.017  0.820  0.128
H  2.018  0.732  0.268  0.124
H  0.869  1.254  -1.222  0.102
H  0.517  1.790  0.467  0.079

Results
Multiplicity: 1
HOMO-LUMO gap (spin up / spin down) in hartree: 0.3338 / 0.3338
HOMO (spin up / spin down) in eV: -9.25 / -9.25

---

--- ii ---
# C3H5FO

A 2-piece molecular cluster, C3H5FO overall (the ωB97M-V functional and the def2-TZVPD basis, OMol25).

Last column: Löwdin charge in e.
Atoms and positions in Å:
C  0.952  -1.159  -1.238  -0.016
C  -0.121  0.983  0.899  -0.094
C  -0.642  -0.039  -0.009  -0.197
O  1.934  -0.562  -1.566  0.037
F  -1.010  -1.285  0.567  -0.106
H  0.562  -2.091  -1.504  0.062
H  0.012  1.847  0.327  0.061
H  0.698  0.608  1.468  0.073
H  -0.961  1.310  1.591  0.110
H  -1.425  0.388  -0.534  0.071

Results
Multiplicity: 1
HOMO-LUMO gap (spin up / spin down) in hartree: 0.3273 / 0.3274
HOMO (spin up / spin down) in eV: -8.31 / -8.31

---

Most stable: ii (next structure +87.0 kcal/mol)

---

--- i ---
# C3H5FO

A 2-piece molecular cluster, C3H5FO overall (the ωB97M-V functional and the def2-TZVPD basis, OMol25).

Last column: Löwdin charge in e.
Atoms and positions in Å:
C  1.693  0.397  0.466  0.036
C  1.201  -0.524  -0.330  -0.222
C  -2.535  0.543  -0.654  -0.050
O  -2.457  0.223  0.570  -0.053
F  0.112  -1.236  0.027  -0.026
H  1.248  0.608  1.424  0.065
H  2.559  0.962  0.185  0.057
H  -1.686  0.170  -1.273  -0.013
H  1.568  -0.814  -1.303  0.110
H  -1.702  -0.330  0.889  0.096

Results
Multiplicity: 1
HOMO-LUMO gap in hartree: 0.3307
HOMO in eV: -8.18

---

--- ii ---
# C3H5FO

A 2-piece molecular cluster, C3H5FO overall (the ωB97M-V functional and the def2-TZVPD basis, OMol25).

Last column: Löwdin charge in e.
Atoms and positions in Å:
C  -1.465  0.021  -0.520  0.042
C  -0.437  0.090  0.392  -0.161
C  0.531  -0.952  0.642  -0.142
O  2.224  0.709  -0.197  -0.130
F  0.702  -1.827  -0.279  0.086
H  -1.916  0.806  -1.081  0.046
H  -1.968  -0.891  -0.814  0.057
H  -0.197  1.023  0.845  0.088
H  1.365  -1.016  1.442  0.155
H  2.005  0.777  -1.110  -0.040

Results
Multiplicity: 1
HOMO-LUMO gap (spin up / spin down) in hartree: 0.2430 / 0.3542
HOMO (spin up / spin down) in eV: -8.03 / -10.31

---

Most stable: i (next structure +17.7 kcal/mol)

---

--- i ---
# C9H13N2O

C9H13N2O as an isolated structure (the ωB97M-V functional and the def2-TZVPD basis, OMol25).

Last column: Löwdin charge in e.
Atoms and positions in Å:
C  -4.463  -0.374  0.105  -0.062
C  -4.083  0.861  -0.247  -0.105
C  -2.353  -0.393  -0.037  -0.336
C  -0.254  -1.832  -0.077  -0.069
C  -0.958  -0.721  -0.154  0.059
C  1.188  -2.094  -0.146  -0.150
C  2.016  -0.845  0.139  -0.120
C  0.241  0.872  -0.433  -0.159
C  0.056  1.861  0.715  -0.035
N  -3.306  -1.130  0.475  0.178
N  1.574  0.356  -0.588  0.041
O  -2.791  0.827  -0.526  0.055
H  -5.461  -0.647  0.401  0.113
H  -4.686  1.649  -0.540  0.115
H  -0.845  -2.747  -0.007  0.137
H  1.621  -2.912  0.600  0.185
H  1.405  -2.615  -1.039  0.108
H  2.126  -0.614  1.159  0.127
H  3.007  -1.085  -0.256  0.145
H  0.101  1.452  -1.379  0.153
H  0.393  1.492  1.565  0.020
H  -0.995  2.151  0.884  0.101
H  0.771  2.772  0.462  0.139
H  2.235  1.122  -0.273  0.209
H  1.963  0.114  -1.440  0.153

Results
Charge: +1
Multiplicity: 1
HOMO-LUMO gap in hartree: 0.3200
HOMO in eV: -12.05

---

--- ii ---
# C9H13N2O

C9H13N2O as an isolated structure (the ωB97M-V functional and the def2-TZVPD basis, OMol25).

Last column: Löwdin charge in e.
Atoms and positions in Å:
C  -4.606  -0.375  0.317  -0.057
C  -4.193  0.982  0.399  0.010
C  -3.717  -1.334  -0.007  -0.026
C  -2.904  1.362  0.164  0.020
C  -2.298  -1.025  -0.278  -0.078
C  -1.910  0.407  -0.158  -0.280
C  2.222  -0.333  -0.221  -0.185
C  4.180  0.673  -1.097  -0.006
C  4.117  -0.210  1.220  -0.008
N  3.429  0.041  -0.030  -0.177
N  1.166  -0.766  -0.438  0.226
O  -0.714  0.779  -0.344  0.096
H  -5.640  -0.616  0.509  0.118
H  -4.928  1.731  0.657  0.128
H  -4.010  -2.371  -0.079  0.124
H  -2.600  2.395  0.228  0.129
H  -2.043  -1.373  -1.288  0.166
H  5.087  0.100  -1.299  0.104
H  3.579  0.718  -2.002  0.104
H  4.462  1.686  -0.801  0.103
H  4.908  -0.947  1.067  0.105
H  4.562  0.716  1.583  0.102
H  3.420  -0.591  1.962  0.103
H  0.085  -0.017  -0.440  0.021
H  -1.656  -1.633  0.374  0.158

Results
Charge: +1
Multiplicity: 1
HOMO-LUMO gap in hartree: 0.3152
HOMO in eV: -12.93

---

Most stable: ii (next structure +63.1 kcal/mol)

---

--- i ---
# C5H14NO

A 2-piece molecular cluster, C5H14NO overall (the ωB97M-V functional and the def2-TZVPD basis, OMol25).

Last column: Löwdin charge in e.
Atoms and positions in Å:
C  1.129  0.307  1.889  -0.038
C  0.661  -0.074  0.403  -0.450
C  -0.795  0.273  0.124  -0.182
C  -1.168  1.731  0.509  -0.173
C  -1.610  2.693  -0.382  0.014
N  0.959  -1.472  0.244  0.117
H  2.259  0.070  2.015  0.107
H  1.238  1.299  2.253  0.057
H  0.459  -0.281  2.632  0.122
H  1.238  0.443  -0.458  0.178
H  -1.410  -0.589  0.721  0.171
H  -0.893  0.112  -1.055  0.139
H  -1.139  1.906  1.595  0.100
H  -2.697  2.889  -0.270  0.077
H  -0.984  3.230  -1.125  0.074
H  0.360  -2.085  0.811  0.162
H  1.899  -1.633  0.633  0.156
H  0.851  -1.705  -0.960  0.185
H  0.358  -1.519  -2.848  0.095
H  -0.185  -2.975  -2.763  0.115
O  0.328  -2.304  -2.269  -0.025

Results
Charge: +1
Multiplicity: 1
HOMO-LUMO gap in hartree: 0.2807
HOMO in eV: -11.17

---

--- ii ---
# C5H14NO

A 2-piece molecular cluster, C5H14NO overall (the ωB97M-V functional and the def2-TZVPD basis, OMol25).

Last column: Löwdin charge in e.
Atoms and positions in Å:
C  -0.762  1.538  -0.461  -0.014
C  0.709  0.953  -0.488  -0.213
N  0.831  0.249  0.895  0.078
C  0.813  -1.212  0.725  -0.115
C  0.481  -1.538  -0.759  -0.138
C  0.826  -0.232  -1.460  -0.158
H  -1.297  0.805  0.194  0.045
H  -1.120  1.632  -1.479  0.090
H  -0.677  2.518  0.000  0.090
H  1.434  1.743  -0.549  0.141
H  -0.005  0.479  1.459  0.137
H  1.591  0.588  1.483  0.187
H  1.829  -1.653  0.824  0.143
H  0.169  -1.823  1.361  0.134
H  1.216  -2.338  -1.012  0.127
H  -0.469  -1.831  -1.215  0.123
H  0.174  0.031  -2.330  0.130
H  1.787  -0.306  -1.974  0.121
H  -2.819  -0.600  1.727  0.077
H  -2.570  0.924  1.431  0.074
O  -2.140  0.074  1.628  -0.057

Results
Charge: +1
Multiplicity: 1
HOMO-LUMO gap in hartree: 0.4481
HOMO in eV: -15.15

---

--- iii ---
# C5H14NO

A 2-piece molecular cluster, C5H14NO overall (the ωB97M-V functional and the def2-TZVPD basis, OMol25).

Last column: Löwdin charge in e.
Atoms and positions in Å:
C  0.180  1.132  -1.269  -0.054
C  0.544  -0.213  -0.466  -0.161
C  -0.423  -1.359  -0.078  -0.367
C  -0.524  -1.591  1.243  0.072
C  -1.025  -2.072  -1.193  -0.055
N  -0.686  1.924  -0.249  0.194
H  0.927  1.723  -1.823  0.129
H  -0.618  0.808  -2.073  0.153
H  0.914  0.116  0.577  0.071
H  1.255  -0.702  -1.031  0.089
H  0.124  -1.133  2.054  0.096
H  -1.022  -2.417  1.581  0.036
H  -2.005  -1.746  -1.274  0.067
H  -0.469  -2.079  -2.070  0.066
H  -1.123  -3.169  -0.865  0.131
H  -1.217  1.337  0.358  0.145
H  -0.207  2.597  0.302  0.136
H  -1.474  2.403  -0.667  0.163
H  2.485  0.948  1.985  0.102
H  2.047  2.126  1.418  0.091
O  1.584  1.292  1.731  -0.103

Results
Charge: +1
Multiplicity: 1
HOMO-LUMO gap in hartree: 0.3450
HOMO in eV: -12.89

---

Most stable: ii (next structure +42.8 kcal/mol)

---

--- i ---
# C5H14NO

A 2-piece molecular cluster, C5H14NO overall (the ωB97M-V functional and the def2-TZVPD basis, OMol25).

Last column: Löwdin charge in e.
Atoms and positions in Å:
C  2.225  1.111  0.230  -0.044
C  1.109  0.224  -0.288  -0.446
C  0.014  0.104  0.864  -0.113
C  -1.250  -0.640  0.625  -0.084
C  -2.335  0.164  -0.013  -0.274
O  -1.761  0.968  -0.978  0.012
N  1.607  -1.021  -0.778  0.090
H  2.730  0.699  1.108  0.096
H  2.968  1.221  -0.546  0.091
H  1.845  2.101  0.468  0.094
H  0.685  0.758  -1.148  0.144
H  0.517  -0.352  1.713  0.131
H  -0.187  1.137  1.169  0.157
H  -1.032  -1.408  -0.272  0.133
H  -1.659  -1.157  1.494  0.176
H  -2.976  0.723  0.673  0.165
H  -2.992  -0.565  -0.502  0.143
H  -1.377  0.256  -1.473  0.050
H  -1.020  -1.171  -1.076  0.303
H  0.873  -1.542  -1.233  0.055
H  2.016  -1.610  -0.036  0.123

Results
Charge: +1
Multiplicity: 1
HOMO-LUMO gap in hartree: 0.2488
HOMO in eV: -14.17

---

--- ii ---
# C5H14NO

A 2-piece molecular cluster, C5H14NO overall (the ωB97M-V functional and the def2-TZVPD basis, OMol25).

Last column: Löwdin charge in e.
Atoms and positions in Å:
C  0.947  -1.052  -0.171  -0.138
C  0.073  -0.575  -1.402  -0.159
C  0.064  0.955  -1.650  -0.216
C  -1.792  1.554  0.007  0.019
C  -0.762  1.924  -0.768  -0.176
N  0.944  -0.003  0.866  0.171
H  0.511  -2.016  0.082  0.115
H  1.935  -1.277  -0.591  0.134
H  -1.010  -0.727  -1.368  0.106
H  0.507  -1.168  -2.204  0.117
H  1.148  1.218  -1.694  0.122
H  -0.144  1.250  -2.688  0.124
H  -1.942  0.468  0.061  0.059
H  -2.086  2.079  0.910  0.073
H  -0.370  2.929  -0.812  0.103
H  1.872  0.244  1.229  0.178
H  0.383  -0.222  1.715  0.142
H  0.725  0.906  0.432  0.114
H  0.398  -2.489  2.822  0.074
H  -1.128  -2.046  2.832  0.078
O  -0.275  -1.952  2.391  -0.039

Results
Charge: +1
Multiplicity: 1
HOMO-LUMO gap in hartree: 0.3820
HOMO in eV: -13.57

---

--- iii ---
# C5H14NO

C5H14NO as an isolated structure (the ωB97M-V functional and the def2-TZVPD basis, OMol25).

Last column: Löwdin charge in e.
Atoms and positions in Å:
C  -0.409  -1.272  0.291  0.083
C  -0.251  0.204  0.168  -0.259
C  0.079  0.841  1.445  0.086
C  1.401  0.869  1.907  -0.102
C  2.490  0.620  1.135  0.196
N  -2.573  0.408  -1.836  0.035
H  0.672  -1.664  0.834  0.057
H  -0.476  -1.822  -0.635  0.113
H  -1.204  -1.493  1.007  0.130
H  -1.192  0.665  -0.243  0.138
H  0.566  0.384  -0.552  0.090
H  1.326  -2.072  1.065  0.305
H  -0.633  1.159  2.206  0.148
H  1.522  1.155  2.944  0.126
H  2.470  0.520  0.051  0.105
H  3.471  0.633  1.576  0.099
H  -3.168  -0.393  -1.943  0.022
H  -3.014  1.302  -1.972  0.025
H  0.429  -0.145  -3.136  -0.017
H  -1.565  0.293  -2.072  -0.034
O  0.059  -0.193  -2.239  -0.346

Results
Charge: +1
Multiplicity: 1
HOMO-LUMO gap in hartree: 0.1670
HOMO in eV: -11.96

---

--- iv ---
# C5H14NO

A 2-piece molecular cluster, C5H14NO overall (the ωB97M-V functional and the def2-TZVPD basis, OMol25).

Last column: Löwdin charge in e.
Atoms and positions in Å:
C  -1.852  0.475  -0.537  -0.052
C  -0.476  0.015  -0.860  -0.313
N  0.453  0.428  0.296  0.102
C  1.504  -0.700  0.412  -0.078
C  1.219  -1.673  -0.726  -0.138
C  -0.303  -1.496  -0.850  -0.151
H  -2.502  0.540  -1.406  0.098
H  -1.860  1.488  -0.112  0.087
H  -2.465  -0.120  0.161  0.104
H  -0.254  0.360  -1.878  0.169
H  -0.091  0.349  1.142  0.147
H  0.790  1.343  0.014  0.162
H  2.506  -0.324  0.560  0.129
H  1.304  -1.128  1.397  0.133
H  1.761  -1.507  -1.666  0.127
H  1.540  -2.694  -0.502  0.127
H  -0.915  -2.071  -0.159  0.129
H  -0.744  -1.832  -1.811  0.141
H  0.588  2.772  2.840  0.075
H  -0.504  3.127  1.765  0.042
O  0.300  2.647  1.918  -0.041

Results
Charge: +1
Multiplicity: 1
HOMO-LUMO gap in hartree: 0.4733
HOMO in eV: -15.80

---

Most stable: iv (next structure +29.8 kcal/mol)

---

--- i ---
# C5H14NO

A 2-piece molecular cluster, C5H14NO overall (the ωB97M-V functional and the def2-TZVPD basis, OMol25).

Last column: Löwdin charge in e.
Atoms and positions in Å:
C  2.504  -0.577  0.002  -0.100
C  1.320  -1.284  -0.700  -0.227
C  0.127  -0.366  -1.007  -0.178
C  -0.082  0.815  -0.041  -0.088
C  -0.880  -0.896  1.666  0.162
N  -0.507  0.258  1.304  0.075
H  3.399  -1.101  -0.337  0.079
H  2.524  -0.622  1.090  0.073
H  2.631  0.423  -0.406  0.078
H  0.965  -2.160  -0.158  0.100
H  1.789  -1.607  -1.627  0.111
H  -0.824  -0.904  -0.892  0.099
H  0.037  -0.120  -2.064  0.125
H  -0.757  1.606  -0.367  0.117
H  0.815  1.309  0.336  0.118
H  -0.904  -1.206  2.706  0.130
H  -1.256  -1.675  1.018  0.120
H  -0.250  0.854  2.096  0.181
H  -3.607  1.890  -1.418  0.048
H  -3.884  2.774  -0.292  0.045
O  -3.160  2.590  -0.908  -0.067

Results
Charge: +1
Multiplicity: 1
HOMO-LUMO gap in hartree: 0.3664
HOMO in eV: -14.84

---

--- ii ---
# C5H14NO

A 2-piece molecular cluster, C5H14NO overall (the ωB97M-V functional and the def2-TZVPD basis, OMol25).

Last column: Löwdin charge in e.
Atoms and positions in Å:
O  0.089  1.150  1.246  0.001
C  0.046  2.355  1.382  -0.250
C  0.794  3.330  0.553  -0.030
H  -0.581  2.773  2.182  0.133
H  1.329  2.873  -0.270  0.085
H  1.463  3.904  1.194  0.099
H  0.104  4.083  0.163  0.097
C  -0.844  -0.811  -2.160  -0.061
C  -0.093  -1.701  -1.193  -0.177
N  -0.422  -1.331  0.226  -0.016
C  0.376  -2.076  1.220  -0.013
H  -0.592  0.232  -1.945  0.083
H  -0.536  -1.019  -3.182  0.092
H  -1.927  -0.919  -2.122  0.088
H  -0.370  -2.746  -1.314  0.134
H  0.981  -1.567  -1.290  0.134
H  -1.417  -1.465  0.407  0.184
H  -0.229  -0.335  0.399  0.094
H  0.267  -3.156  1.203  0.107
H  0.129  -1.712  2.217  0.106
H  1.435  -1.860  1.086  0.109

Results
Charge: +1
Multiplicity: 1
HOMO-LUMO gap in hartree: 0.4224
HOMO in eV: -14.17

---

--- iii ---
# C5H14NO

A 2-piece molecular cluster, C5H14NO overall (the ωB97M-V functional and the def2-TZVPD basis, OMol25).

Last column: Löwdin charge in e.
Atoms and positions in Å:
C  -1.613  1.777  -2.568  -0.081
C  -1.243  0.311  -2.239  -0.246
C  0.124  0.005  -1.574  -0.203
C  0.400  0.397  -0.165  -0.047
C  0.998  -0.503  0.621  -0.085
N  1.395  -0.126  1.968  0.175
H  -2.565  2.022  -2.116  0.071
H  -1.407  1.960  -3.611  0.075
H  -0.974  2.386  -1.901  0.067
H  -1.182  -0.340  -3.114  0.106
H  -2.075  -0.070  -1.657  0.099
H  0.826  0.515  -2.251  0.134
H  0.333  -1.061  -1.680  0.112
H  0.386  1.438  0.125  0.124
H  1.307  -1.499  0.352  0.134
H  0.917  -0.669  2.712  0.116
H  1.208  0.825  2.277  0.172
H  2.378  -0.324  2.199  0.181
H  -0.127  -1.897  4.736  0.059
H  0.514  -3.058  3.927  0.081
O  0.402  -2.088  3.960  -0.047

Results
Charge: +1
Multiplicity: 1
HOMO-LUMO gap in hartree: 0.3913
HOMO in eV: -13.92

---

--- iv ---
# C5H14NO

A 2-piece molecular cluster, C5H14NO overall (the ωB97M-V functional and the def2-TZVPD basis, OMol25).

Last column: Löwdin charge in e.
Atoms and positions in Å:
C  -0.505  -0.075  -1.935  -0.080
C  -0.700  0.180  -0.543  -0.342
N  0.445  -0.448  0.305  0.032
C  0.681  0.399  1.542  -0.106
C  0.421  1.834  0.930  -0.183
C  -0.620  1.736  -0.156  -0.126
H  -0.271  -1.139  -2.034  0.094
H  0.286  0.507  -2.437  0.110
H  -1.443  0.143  -2.468  0.118
H  -1.677  -0.178  -0.166  0.161
H  1.370  -0.358  -0.309  0.228
H  0.208  -1.540  0.479  0.150
H  -0.096  0.293  2.357  0.148
H  1.715  0.222  1.854  0.126
H  0.087  2.430  1.867  0.142
H  1.407  2.272  0.586  0.129
H  -0.399  2.097  -1.159  0.099
H  -1.622  2.246  0.204  0.161
H  -0.491  -3.614  0.126  0.061
H  0.976  -3.787  0.368  0.087
O  0.230  -3.219  0.587  -0.008

Results
Charge: +1
Multiplicity: 1
HOMO-LUMO gap in hartree: 0.4469
HOMO in eV: -15.23

---

Most stable: ii (next structure +14.1 kcal/mol)